{
  "formula": "CH3BF4NO2Tl",
  "method": "wB97M-V/def2-TZVPD",
  "species": ["Tl", "B", "F", "F", "F", "F", "C", "N", "O", "O", "H", "H", "H"],
  "positions_angstrom": [[4.325731, -4.109334, 0.254805], [2.303821, 1.889186, 1.227605], [3.268771, 2.454386, 1.977515], [2.868861, 0.854086, 0.557765], [1.447081, 1.426986, 2.150465], [1.656511, 2.728306, 0.430185], [-2.448699, -0.198404, -1.218535], [-2.007249, -1.449614, -0.586165], [-2.865959, -1.947084, 0.188965], [-0.843569, -1.824934, -0.740315], [-3.476739, -0.419694, -1.505375], [-1.948629, -0.057624, -2.176765], [-2.279929, 0.653736, -0.560155]],
  "atomic_forces_ev_per_a": [[0.167, -0.133, 0.014], [0.766, -0.358, 0.075], [2.019, 1.457, 0.579], [0.579, -1.337, -0.846], [-2.456, -1.331, 1.387], [-1.011, 1.535, -1.224], [-0.051, -0.475, -0.672], [-0.815, 1.145, 1.095], [3.012, -0.060, -1.618], [-2.024, -0.478, 0.914], [-0.519, 0.366, 0.261], [0.510, -0.076, -0.148], [-0.178, -0.256, 0.181]],
  "nbo_charge": [1.000, 1.248, -0.210, -0.312, -0.226, -0.254, -0.496, 0.524, -0.068, -0.102, 0.306, 0.296, 0.294],
  "e_lumo_ev": -16.4,
  "spin_multiplicity": 1,
  "orbital_gap_ev": 2.409,
  "total_energy_ha": -840.99296,
  "molar_mass_g_mol": 352.2,
  "charge": 2,
  "homo_energy_ev": -18.76
}



{
  "formula": "C3H8NO",
  "method": "wB97M-V/def2-TZVPD",
  "species": ["C", "C", "C", "N", "H", "H", "H", "H", "H", "H", "H", "H", "O"],
  "positions_angstrom": [[-0.644018, -1.059917, 0.009409], [-0.951338, -1.719132, 1.118095], [-0.473933, 1.172677, 0.798464], [-0.056520, 0.230736, 0.037616], [-1.143977, -1.297309, -0.920775], [-0.704053, -1.528848, 2.165748], [-1.750352, -2.443399, 1.045447], [0.071157, 2.108773, 0.744482], [-1.303017, 1.001239, 1.521728], [0.607560, 0.562021, -0.730826], [2.853916, 1.064275, -1.770399], [1.569453, 1.018162, -2.456504], [1.925122, 0.890721, -1.562487]],
  "atomic_forces_ev_per_a": [[-1.212, -0.043, 0.735], [-0.897, 0.100, 0.364], [0.021, -0.585, 0.662], [0.028, 1.350, -0.699], [0.464, -0.133, -0.209], [0.542, 0.362, -0.553], [0.410, -0.597, -0.287], [-0.306, 0.142, -0.010], [0.787, 0.109, -0.620], [0.017, -0.910, 1.196], [0.227, -0.116, 0.786], [-0.317, -0.079, 0.103], [0.235, 0.400, -1.469]],
  "nbo_charge": [-0.089, -0.315, 0.121, -0.422, 0.241, 0.230, 0.238, 0.230, 0.235, 0.474, 0.522, 0.494, -0.961],
  "e_lumo_ev": -5.0,
  "spin_multiplicity": 1,
  "orbital_gap_ev": 10.067,
  "total_energy_ha": -248.79360,
  "molar_mass_g_mol": 74.1,
  "charge": 1,
  "homo_energy_ev": -15.05
}



{
  "formula": "C25H26BrF4O2P2S2W",
  "method": "wB97M-V/def2-TZVPD",
  "species": ["W", "F", "C", "C", "F", "C", "F", "C", "P", "C", "C", "C", "C", "C", "C", "C", "C", "C", "C", "C", "C", "C", "Br", "C", "F", "H", "H", "H", "H", "H", "H", "H", "H", "H", "H", "C", "C", "C", "O", "P", "S", "S", "O", "C", "C", "C", "H", "H", "H", "H", "H", "H", "H", "H", "H", "H", "H", "H", "H", "H", "C", "H", "H"],
  "positions_angstrom": [[1.285189, 1.186727, 0.012357], [0.943961, -0.310625, 6.983981], [0.571220, -0.005818, 5.754942], [-0.749069, 0.312024, 5.487099], [-1.633166, 0.300108, 6.469483], [-1.135865, 0.632995, 4.193500], [-2.424497, 0.897134, 4.001806], [-0.229522, 0.662022, 3.143140], [-0.732442, 1.138462, 1.420266], [-1.743095, 2.635792, 1.692393], [-3.132544, 2.586983, 1.756638], [-3.859711, 3.742564, 1.995581], [-3.205522, 4.948805, 2.192670], [-1.817663, 5.000283, 2.151113], [-1.090610, 3.850324, 1.893614], [-1.859632, -0.206909, 0.961856], [-1.810479, -1.450608, 1.581884], [-2.616185, -2.487258, 1.128780], [-3.473925, -2.282988, 0.060027], [-3.525244, -1.043432, -0.566310], [-2.715216, -0.011984, -0.125000], [1.075098, 0.327486, 3.454991], [2.398113, 0.256445, 2.053963], [1.494993, -0.005681, 4.722210], [2.760269, -0.324709, 4.975720], [-3.647075, 1.643669, 1.638307], [-4.939387, 3.697409, 2.039380], [-3.773948, 5.849234, 2.382354], [-1.302731, 5.937615, 2.312027], [-0.009357, 3.894831, 1.844714], [-1.146085, -1.620429, 2.419448], [-2.579081, -3.451008, 1.618690], [-4.108512, -3.088995, -0.283511], [-4.194335, -0.882560, -1.400793], [-2.746898, 0.950743, -0.619517], [3.707761, -0.973844, -4.798540], [2.228281, -0.666188, -4.843849], [1.905945, 0.808704, -4.927641], [1.581209, -1.326898, -3.684267], [1.440877, -0.759082, -2.226933], [-0.002511, 0.635318, -1.917395], [3.057462, 0.051273, -1.359387], [0.892721, -1.979504, -1.413652], [1.299698, -3.398196, -1.464878], [2.799444, -3.557998, -1.553340], [0.537323, -4.095216, -2.569345], [4.173581, -0.624117, -5.720470], [3.884119, -2.045231, -4.715898], [4.184124, -0.466164, -3.958643], [1.766578, -1.183330, -5.683890], [2.356460, 1.368631, -4.107234], [0.832698, 0.991856, -4.935667], [2.322265, 1.183066, -5.863621], [0.949534, -3.760743, -0.498371], [3.182404, -3.186201, -2.505040], [3.036263, -4.620202, -1.488654], [3.309846, -3.040300, -0.742566], [0.887279, -3.783189, -3.551775], [-0.529616, -3.891715, -2.493025], [0.691946, -5.170692, -2.469347], [1.592636, 3.039336, 0.050573], [2.458215, 3.355025, 0.643253], [1.126409, 3.816949, -0.548200]],
  "atomic_forces_ev_per_a": [[0.014, 0.423, -0.026], [-0.001, -0.002, -0.006], [0.017, -0.006, 0.074], [0.018, -0.011, 0.009], [-0.033, 0.011, -0.018], [0.015, -0.010, 0.133], [0.004, -0.021, -0.075], [-0.152, 0.069, 0.018], [0.157, 0.188, 0.169], [0.081, -0.042, -0.049], [-0.007, -0.098, -0.013], [0.000, 0.006, 0.010], [0.088, 0.012, 0.000], [-0.074, 0.001, 0.002], [0.078, -0.051, -0.031], [-0.057, 0.050, -0.059], [0.021, -0.014, -0.025], [0.012, 0.025, 0.006], [-0.015, -0.001, -0.005], [0.022, 0.005, 0.009], [0.047, -0.032, 0.064], [0.023, -0.015, -0.082], [0.049, -0.001, 0.011], [-0.057, 0.006, 0.043], [0.007, 0.001, -0.045], [-0.048, 0.022, -0.005], [-0.006, -0.015, -0.006], [-0.007, 0.004, 0.003], [0.006, 0.006, 0.000], [-0.025, 0.015, 0.004], [0.003, -0.020, 0.026], [0.007, 0.000, 0.010], [-0.003, 0.001, -0.010], [-0.004, 0.003, -0.002], [-0.035, 0.003, -0.033], [0.030, 0.101, -0.024], [-0.030, -0.157, 0.047], [0.058, -0.007, 0.013], [0.092, 0.160, 0.006], [0.025, 0.070, -0.467], [0.073, 0.021, 0.239], [-0.130, -0.062, 0.038], [-0.051, -0.325, 0.061], [-0.111, 0.070, 0.019], [0.035, 0.015, -0.040], [0.056, -0.054, 0.011], [0.015, 0.004, 0.016], [-0.023, -0.017, -0.002], [0.019, -0.014, -0.039], [-0.023, -0.036, 0.043], [0.022, 0.012, 0.010], [-0.021, -0.036, -0.009], [-0.016, 0.045, 0.023], [0.000, 0.022, 0.000], [0.002, -0.012, -0.004], [0.024, 0.005, 0.000], [-0.011, -0.002, 0.012], [0.016, 0.006, -0.002], [-0.011, 0.007, 0.029], [-0.025, 0.005, -0.040], [-0.215, -0.329, -0.063], [0.009, -0.029, 0.040], [0.045, 0.026, -0.019]],
  "nbo_charge": [0.367, -0.260, 0.299, 0.280, -0.263, 0.420, -0.290, -0.449, 1.055, -0.361, -0.203, -0.148, -0.193, -0.193, -0.195, -0.400, -0.136, -0.221, -0.179, -0.200, -0.183, -0.159, 0.378, 0.357, -0.285, 0.229, 0.220, 0.228, 0.226, 0.225, 0.206, 0.227, 0.228, 0.229, 0.227, -0.639, 0.122, -0.653, -0.848, 1.749, -0.288, -0.433, -0.862, 0.126, -0.649, -0.636, 0.233, 0.223, 0.221, 0.205, 0.222, 0.229, 0.239, 0.199, 0.216, 0.237, 0.228, 0.223, 0.227, 0.227, -0.714, 0.253, 0.259],
  "e_lumo_ev": -3.2,
  "spin_multiplicity": 1,
  "orbital_gap_ev": 7.483,
  "total_energy_ha": -5638.21571,
  "molar_mass_g_mol": 824.3,
  "charge": 1,
  "homo_energy_ev": -10.72
}